C5H9NOS | wB97M-V/def2-TZVPD

Geometry as XYZ:
```
17
Properties=species:S:1:pos:R:3
C -0.918 -0.406 0.367
C 0.078 -0.491 -0.921
C 1.333 0.354 -0.545
C 0.898 1.297 0.567
C -0.353 0.760 1.079
H -1.647 -2.165 0.197
H -0.010 -2.062 1.014
H -1.908 -0.314 0.002
H 0.145 -1.455 -1.248
H -0.696 1.000 -1.791
H 2.416 -0.085 -0.120
H 1.597 0.679 -1.625
H 1.055 2.305 0.417
H -1.362 1.325 1.110
N -1.054 -1.595 1.119
O -0.471 -0.002 -2.065
S 0.895 0.856 2.440
```

Relative energy (zero: lowest compared OMol25 entry of this formula, charge and spin) in kcal/mol: 113.93
E_LUMO in eV: 0.6
Calculated total energy in eV: -19699.3629
Max |F| in hartree/bohr: 0.1274

For reference, the Löwdin charges in units of e are:
1. C -0.4715
2. C -0.3915
3. C -0.1195
4. C -0.4800
5. C -0.5760
6. H 0.1861
7. H 0.1367
8. H 0.1142
9. H 0.1060
10. H 0.1795
11. H 0.1674
12. H 0.1389
13. H 0.0724
14. H 0.1500
15. N 0.0115
16. O -0.0471
17. S 0.8227

C18H37MoO2P3 | wB97M-V/def2-TZVPD

Geometry as XYZ:
```
61
Properties=species:S:1:pos:R:3
Mo -0.123 0.013 -0.969
P 1.305 0.825 0.730
P -1.286 2.010 -1.705
P 1.858 -0.569 -2.291
H -2.082 -1.959 -0.891
C -1.007 -2.055 -1.101
C -0.071 -2.087 0.008
H -0.482 -2.012 1.026
C 0.651 1.091 2.421
C 1.976 2.493 0.338
C 2.819 -0.139 1.135
C -3.022 1.827 -2.287
C -1.489 3.357 -0.472
C -0.436 2.833 -3.081
C 2.850 -2.011 -1.710
C 3.159 0.715 -2.450
C 1.607 -1.098 -4.017
H -0.783 -2.636 -2.007
H 0.839 -2.689 -0.073
H 0.261 0.153 2.826
H -0.173 1.810 2.416
H 1.463 1.450 3.076
H 1.181 3.242 0.313
H 2.488 2.504 -0.630
H 2.699 2.782 1.117
H 2.574 -1.193 1.297
H 3.264 0.256 2.060
H 3.572 -0.077 0.344
H -3.163 2.248 -3.291
H -3.727 2.306 -1.587
H -3.199 0.741 -2.345
H -1.878 4.261 -0.964
H -0.528 3.601 -0.015
H -2.171 3.037 0.327
H -1.078 3.620 -3.505
H -0.222 2.091 -3.860
H 0.505 3.268 -2.718
H 3.557 -2.259 -2.518
H 2.192 -2.871 -1.525
H 3.403 -1.768 -0.794
H 3.837 0.396 -3.251
H 3.726 0.829 -1.520
H 2.713 1.677 -2.732
H 2.556 -1.476 -4.423
H 1.256 -0.242 -4.611
H 0.861 -1.903 -4.063
C -2.101 -1.499 -4.761
C -3.221 -0.983 -5.451
C -3.664 -1.628 -6.609
C -2.984 -2.730 -7.121
C -1.858 -3.210 -6.456
C -1.404 -2.611 -5.279
O -1.900 -0.974 -3.493
H -0.943 -0.767 -3.219
H -3.766 -0.152 -5.002
H -4.568 -1.250 -7.119
H -3.374 -3.225 -8.026
H -1.325 -4.074 -6.847
H -0.581 -3.063 -4.705
O -2.431 0.470 1.240
C -1.578 0.263 0.451
```

Spin multiplicity: 3
Relative energy (zero: lowest compared OMol25 entry of this formula, charge and spin) in kcal/mol: 0.00
E_LUMO (alpha / beta) in eV: -15.6 / -15.5
Calculated total energy in eV: -53037.6875
Max |F| in hartree/bohr: 0.1516
Charge: +4

For reference, the Löwdin charges in units of e are:
1. Mo 0.8157
2. P 0.7480
3. P 0.7623
4. P 0.7316
5. H 0.1057
6. C -0.1740
7. C -0.1129
8. H 0.0925
9. C -0.1968
10. C -0.1845
11. C -0.1992
12. C -0.1833
13. C -0.1936
14. C -0.1999
15. C -0.1946
16. C -0.2110
17. C -0.2229
18. H 0.0872
19. H 0.0785
20. H 0.0734
21. H 0.0627
22. H 0.0953
23. H 0.0304
24. H 0.0328
25. H 0.1021
26. H 0.0644
27. H 0.0943
28. H 0.0356
29. H 0.0799
30. H 0.0895
31. H 0.0301
32. H 0.0996
33. H 0.0239
34. H 0.0685
35. H 0.0986
36. H 0.0487
37. H 0.0628
38. H 0.0900
39. H 0.0549
40. H 0.0452
41. H 0.0897
42. H 0.0496
43. H 0.0493
44. H 0.0919
45. H 0.0687
46. H 0.0171
47. C -0.1988
48. C 0.0773
49. C 0.0439
50. C 0.0891
51. C 0.0497
52. C 0.0408
53. O -0.0086
54. H 0.0649
55. H 0.1424
56. H 0.1616
57. H 0.1733
58. H 0.1535
59. H 0.1226
60. O 0.2137
61. C -0.2235

C5H8O | wB97M-V/def2-TZVPD

Geometry as XYZ:
```
14
Properties=species:S:1:pos:R:3
O 0.744 -0.222 2.054
C -0.024 -0.148 0.913
C -0.483 -1.328 0.117
C 0.566 -0.397 -0.440
C 0.138 0.718 -1.384
C -0.725 1.580 -0.469
H 0.167 -0.509 2.773
H -0.123 -2.290 0.466
H -1.485 -1.312 -0.304
H 1.576 -0.797 -0.507
H 1.023 1.241 -1.763
H -0.441 0.332 -2.230
H -0.038 2.304 0.018
H -0.807 0.664 0.879
```

Relative energy (zero: lowest compared OMol25 entry of this formula, charge and spin) in kcal/mol: 128.14
E_LUMO in eV: 0.3
Calculated total energy in eV: -7356.6988
Max |F| in hartree/bohr: 0.0063

For reference, the Löwdin charges in units of e are:
1. O 0.0295
2. C -0.4056
3. C -0.0396
4. C -0.2295
5. C -0.2660
6. C 0.1060
7. H 0.1090
8. H 0.1122
9. H 0.1152
10. H 0.1472
11. H 0.1038
12. H 0.0980
13. H 0.0313
14. H 0.0883

C33H77F3N6O22SZn | wB97M-V/def2-TZVPD

Geometry as XYZ:
```
143
Properties=species:S:1:pos:R:3
C -6.591 -0.895 4.789
C -5.974 -1.721 3.576
C -7.009 -1.910 2.446
C -7.166 -0.785 1.376
C -5.860 -0.268 0.827
C -4.777 0.072 1.998
N -4.723 -0.961 3.071
O -3.555 -0.833 3.978
C -5.113 1.382 2.657
C -3.381 0.177 1.265
C -5.430 -3.061 4.053
H -5.957 -1.017 5.667
H -7.575 -1.284 5.047
H -6.746 0.147 4.509
H -7.956 -2.120 2.942
H -6.726 -2.797 1.879
H -7.671 0.072 1.820
H -7.854 -1.042 0.571
H -6.173 0.674 0.377
H -5.381 -0.736 -0.033
H -4.640 2.146 2.041
H -4.665 1.618 3.622
H -6.125 1.765 2.782
H -3.165 0.930 0.507
H -3.070 -0.812 0.929
H -2.584 0.510 1.931
H -5.036 -3.595 3.189
H -6.175 -3.813 4.314
H -4.819 -2.876 4.937
Zn 0.886 -1.749 1.704
S 2.887 -3.367 -0.097
O 2.927 -2.638 -1.290
O 2.087 -4.614 -0.198
O 4.211 -3.710 0.307
O 2.333 -2.595 0.917
O 1.783 -0.874 3.327
C 0.732 -1.223 4.178
C 0.078 -2.654 4.124
O -0.206 -3.201 2.823
H -0.045 -0.469 4.306
H 1.118 -0.931 5.156
H -0.844 -2.664 4.706
H 0.635 -3.440 4.634
C 0.144 -0.243 -0.533
O 0.962 0.465 0.403
O -0.479 -1.255 0.268
C -0.748 0.729 -1.468
F -1.747 0.043 -1.924
F -1.182 1.777 -0.795
F -0.036 1.201 -2.545
C 1.968 1.418 -0.123
C 2.927 1.702 1.096
H 3.312 0.843 1.646
H 3.883 2.106 0.763
H 2.607 2.501 1.765
H 1.550 2.369 -0.454
H 2.447 1.083 -1.043
H 0.891 -0.645 -1.218
C 5.597 2.969 3.799
C 5.078 1.560 3.936
O 3.722 1.506 4.283
O 7.080 3.041 3.645
H 5.230 3.450 4.705
H 5.093 3.395 2.932
H 5.702 1.166 4.738
H 5.466 0.963 3.111
H 3.218 1.014 3.631
H 7.207 2.613 2.795
C -1.140 3.572 2.759
C -0.211 4.533 2.022
O -0.372 5.740 2.740
O -2.382 4.084 3.184
H -0.737 2.903 3.519
H -1.477 2.855 2.011
H -0.361 4.572 0.943
H 0.757 4.051 2.163
H -1.302 5.789 2.971
H -2.420 4.007 4.140
C 3.384 -1.082 -4.071
C 4.632 -0.760 -3.186
O 4.324 -0.629 -1.830
O 3.199 -2.490 -4.051
H 3.582 -0.900 -5.127
H 2.505 -0.491 -3.815
H 5.127 0.164 -3.486
H 5.303 -1.616 -3.248
H 4.024 -1.451 -1.436
H 3.171 -2.700 -3.115
C 5.176 -2.330 4.734
C 4.738 -2.393 3.299
O 5.559 -3.124 2.467
O 5.547 -3.611 5.351
H 4.357 -1.847 5.267
H 6.074 -1.714 4.779
H 4.541 -1.407 2.877
H 3.763 -2.879 3.342
H 5.010 -3.341 1.709
H 5.819 -4.066 4.551
O 5.174 3.190 -2.890
C 5.456 4.147 -2.119
N 5.074 4.110 -0.825
C 6.007 5.397 -2.630
H 4.511 3.305 -0.589
H 5.079 4.974 -0.301
H 7.086 5.420 -2.786
H 5.772 6.213 -1.948
H 5.453 5.791 -3.482
O -6.591 -1.419 -2.510
C -5.507 -1.659 -3.025
N -4.425 -0.857 -2.996
C -5.330 -3.011 -3.672
H -3.568 -1.079 -3.482
H -4.580 0.023 -2.525
H -4.971 -2.983 -4.701
H -6.310 -3.488 -3.685
H -4.729 -3.433 -2.867
O -2.144 -1.291 -5.155
C -1.173 -0.879 -5.845
N 0.082 -0.760 -5.453
C -1.326 -0.445 -7.250
H 0.780 -0.456 -6.116
H 0.378 -0.630 -4.496
H -2.323 -0.846 -7.435
H -0.593 -0.805 -7.972
H -1.288 0.628 -7.435
O 0.045 3.103 -6.585
C 0.203 3.228 -5.379
N -0.760 2.997 -4.558
C 1.633 3.470 -4.910
H -1.672 2.658 -4.827
H -0.544 3.130 -3.580
H 1.768 4.190 -4.102
H 2.055 3.773 -5.868
H 2.071 2.508 -4.646
O -0.032 -4.961 -2.151
C -0.455 -3.986 -2.831
N 0.405 -3.251 -3.488
C -1.880 -3.566 -2.933
H 1.412 -3.333 -3.491
H -0.138 -2.603 -4.040
H -2.068 -2.493 -2.878
H -2.516 -4.100 -2.228
H -2.290 -3.964 -3.861
```

Spin multiplicity: 2
E_LUMO in eV: 4.6
Calculated total energy in eV: -156854.7210
Max |F| in hartree/bohr: 0.1858
Charge: -3

Results of the Löwdin charge analysis, in e, for atoms 1 through 99:
1. C -0.0229
2. C -0.4538
3. C -0.1241
4. C -0.1865
5. C -0.1152
6. C -0.4285
7. N -0.0321
8. O -0.0371
9. C -0.0716
10. C -0.0293
11. C -0.0481
12. H 0.0728
13. H 0.0631
14. H 0.0607
15. H 0.1040
16. H 0.1122
17. H 0.0930
18. H 0.1042
19. H 0.1072
20. H 0.0940
21. H 0.0734
22. H 0.0804
23. H 0.0670
24. H 0.0666
25. H 0.0895
26. H 0.0739
27. H 0.0951
28. H 0.0737
29. H 0.0815
30. Zn 0.7003
31. S 0.1418
32. O -0.3318
33. O -0.3600
34. O -0.3356
35. O -0.3259
36. O -0.3233
37. C -0.4100
38. C -0.3743
39. O -0.3468
40. H 0.0636
41. H 0.0675
42. H 0.0599
43. H 0.0673
44. C -0.3574
45. O -0.1274
46. O -0.2037
47. C -0.5825
48. F 0.1659
49. F 0.1404
50. F 0.0737
51. C -0.1759
52. C -0.0393
53. H 0.0682
54. H 0.0352
55. H 0.0595
56. H 0.0866
57. H 0.0984
58. H 0.1290
59. C -0.2197
60. C -0.3104
61. O -0.0379
62. O -0.0911
63. H 0.1150
64. H 0.0985
65. H 0.1118
66. H 0.1200
67. H 0.0383
68. H 0.0645
69. C -0.2348
70. C -0.2207
71. O -0.0788
72. O -0.0771
73. H 0.1382
74. H 0.1051
75. H 0.1110
76. H 0.1078
77. H 0.0555
78. H 0.0912
79. C -0.2327
80. C -0.2397
81. O -0.0876
82. O -0.1066
83. H 0.0963
84. H 0.0906
85. H 0.0979
86. H 0.1183
87. H 0.0123
88. H 0.0279
89. C -0.2232
90. C -0.2995
91. O -0.0715
92. O -0.0965
93. H 0.1162
94. H 0.0938
95. H 0.1089
96. H 0.1246
97. H 0.0022
98. H 0.0518
99. O 0.0005